Record 1
Computed, not measured: 13 unconnected molecules or ions with the total composition C4H32NO12, with ωB97M-V/def2-TZVPD.

Positions of all 49 atoms, in Å:
C  1.03  3.91  -0.54
C  0.40  2.72  0.10
C  0.80  2.26  1.28
C  -1.56  1.18  -0.41
N  -0.98  2.33  -0.59
H  0.48  4.74  -0.35
H  2.02  4.18  -0.08
H  1.09  3.99  -1.63
H  0.67  1.33  2.01
H  1.65  2.67  1.84
H  -2.56  1.15  -0.90
H  -1.30  0.39  0.32
H  -1.31  2.89  -1.33
H  1.16  -3.47  2.16
H  0.35  -3.53  0.73
O  0.42  -3.85  1.60
H  2.01  -1.10  2.30
H  0.71  -0.29  2.65
O  1.60  -0.19  2.30
H  -0.46  -0.13  -2.73
H  -1.46  0.77  -3.44
O  -1.14  0.40  -2.61
H  -2.70  -1.13  0.55
H  -3.63  -1.66  -0.66
O  -2.76  -1.31  -0.39
H  0.77  -3.11  -1.56
H  1.00  -4.47  -1.13
O  1.27  -3.63  -0.90
H  4.36  1.67  -0.19
H  3.07  2.16  0.49
O  3.43  1.76  -0.34
H  3.24  -0.86  -0.74
H  2.79  -2.13  -1.37
O  2.57  -1.26  -1.26
H  -3.88  2.07  0.94
H  -2.82  1.48  1.96
O  -3.08  1.65  1.05
H  -1.12  -2.80  3.80
H  -0.58  -2.81  2.37
O  -1.01  -2.23  2.99
H  -1.13  -1.85  -1.99
H  -0.44  -1.94  -3.37
O  -0.62  -2.47  -2.63
H  1.68  -0.56  -2.91
H  1.66  -0.32  -4.32
O  1.10  -0.50  -3.66
H  -1.82  1.21  3.84
H  -2.44  -0.13  3.38
O  -2.50  0.84  3.37

The energy above the lowest of the compared OMol25 structures with the same formula, charge and spin comes out at 120.3 kcal per mole. The charge is +1. Its gap between HOMO and LUMO is 10.3 eV. Its multiplicity is 1. Its total energy is -1128.86811 hartree. As for the LUMO energy: -2.6 eV.

Record 2
Computed, not measured: 2 unconnected molecules or ions with the total composition C2H6OS2, with ωB97M-V/def2-TZVPD.

Positions of all 11 atoms, in Å:
S  -4.57  -2.89  -0.13
S  -3.95  -1.95  1.54
H  -4.48  -1.79  -0.91
H  -3.65  -0.80  0.91
C  1.78  0.46  -0.60
C  2.82  1.00  0.00
O  3.08  2.34  -0.15
H  1.42  -0.54  -0.40
H  1.32  0.91  -1.47
H  3.52  0.44  0.60
H  2.72  2.82  0.60

The energy above the lowest of the compared OMol25 structures with the same formula, charge and spin comes out at 30.8 kcal per mole. The charge is +1. Its gap between HOMO and LUMO (alpha / beta) is 5.8 / 2.6 eV. Its multiplicity is 2. Its total energy is -951.02212 hartree. As for the LUMO energy (alpha / beta): -5.8 / -9.0 eV. The expectation value of S² is 0.755.

Record 3
Computed, not measured: 11 unconnected molecules or ions with the total composition C5H31NO12, with ωB97M-V/def2-TZVPD.

Positions of all 49 atoms, in Å:
O  0.63  -2.86  -0.21
C  0.70  -1.67  -0.30
O  1.01  -1.06  -1.49
C  0.51  -0.52  0.70
C  -0.99  -0.23  0.65
C  -1.37  1.08  1.34
C  -1.04  2.32  0.51
N  1.06  -0.90  1.97
H  1.09  -1.60  -2.29
H  1.02  0.33  0.27
H  -1.36  -0.22  -0.37
H  -1.63  -1.01  1.07
H  -2.42  1.08  1.62
H  -0.70  1.24  2.19
H  -1.57  2.36  -0.44
H  0.00  2.59  0.47
H  -1.45  3.23  0.98
H  1.39  -0.11  2.48
H  0.59  -1.67  2.42
H  2.40  0.07  -1.71
H  3.76  0.42  -1.22
O  3.13  0.68  -1.90
H  -1.32  0.79  -2.91
H  -0.07  0.39  -2.18
O  -0.37  0.89  -2.95
H  -0.95  -3.42  3.97
H  -1.53  -2.06  3.82
O  -1.17  -2.78  3.28
H  2.90  -0.91  1.32
H  4.32  -1.48  1.17
O  3.69  -0.89  0.75
H  -5.21  0.68  -0.04
H  -3.95  0.06  -0.59
O  -4.81  0.42  -0.87
H  1.58  3.69  -0.78
H  3.09  3.79  -1.15
O  2.47  3.74  -0.41
H  2.38  2.46  0.96
H  2.50  2.48  2.54
O  2.05  2.07  1.80
H  -2.85  -2.28  -0.82
H  -3.83  -1.64  -1.72
O  -2.95  -1.46  -1.34
H  -1.96  -2.92  1.48
H  -2.32  -3.97  0.34
O  -2.65  -3.26  0.88
H  0.17  2.64  -2.47
H  0.08  4.17  -2.68
O  0.20  3.50  -2.00

The energy above the lowest of the compared OMol25 structures with the same formula, charge and spin comes out at 52.4 kcal per mole. The SMILES is CCC[C@@H](N)C(=O)O.O.O.O.O.O.O.O.O.O.O. The charge is 0. Its gap between HOMO and LUMO is 9.6 eV. Its multiplicity is 1. Its total energy is -1166.77232 hartree. As for the LUMO energy: 0.1 eV.

Record 4
Computed, not measured: a molecular structure, C32H46BiN3O2SbSi3, with ωB97M-V/def2-TZVPD.

Positions of all 88 atoms, in Å:
Bi  -0.05  0.32  0.97
C  -1.41  4.64  -0.35
O  -2.59  3.79  -0.10
C  -2.13  2.59  0.12
N  -0.87  2.39  0.10
C  -0.21  3.73  -0.05
C  0.59  3.97  1.21
C  0.14  4.74  2.26
C  0.90  4.84  3.43
C  2.10  4.15  3.54
C  2.56  3.37  2.48
C  1.81  3.28  1.32
C  -3.05  1.50  0.48
C  -4.43  1.61  0.48
C  -5.18  0.52  0.91
C  -4.52  -0.63  1.34
C  -3.14  -0.65  1.30
N  -2.42  0.39  0.86
C  -2.31  -1.75  1.81
N  -1.04  -1.75  1.62
C  -0.46  -2.83  2.46
C  -1.73  -3.53  3.01
O  -2.84  -2.69  2.54
C  0.47  -2.22  3.48
C  1.78  -2.66  3.58
C  2.64  -2.09  4.51
C  2.18  -1.07  5.34
C  0.87  -0.63  5.25
C  0.01  -1.20  4.32
H  -1.46  4.94  -1.40
H  -1.49  5.52  0.28
H  0.47  3.70  -0.91
H  -0.79  5.29  2.21
H  0.56  5.46  4.24
H  2.69  4.24  4.44
H  3.51  2.86  2.56
H  2.18  2.74  0.46
H  -4.90  2.54  0.17
H  -6.26  0.57  0.93
H  -5.07  -1.49  1.71
H  0.09  -3.52  1.82
H  -1.89  -4.53  2.61
H  -1.78  -3.55  4.10
H  2.14  -3.47  2.95
H  3.66  -2.44  4.60
H  2.85  -0.63  6.08
H  0.51  0.14  5.91
H  -1.02  -0.88  4.28
C  2.10  -3.43  -0.36
Si  0.76  -3.21  -1.64
C  -0.89  -3.95  -1.19
C  1.29  -3.75  -3.34
Sb  0.44  -0.61  -1.77
Si  -1.54  0.00  -3.36
C  -1.59  1.85  -3.50
C  -3.07  -0.72  -2.59
C  -1.04  -0.84  -4.94
Si  2.75  0.46  -2.46
C  2.36  2.15  -3.11
C  3.80  0.43  -0.92
C  3.41  -0.68  -3.77
H  2.24  -4.49  -0.15
H  1.89  -2.92  0.58
H  3.05  -3.06  -0.74
H  -0.75  -5.01  -0.97
H  -1.58  -3.89  -2.03
H  -1.35  -3.48  -0.32
H  1.38  -4.84  -3.33
H  2.26  -3.34  -3.63
H  0.56  -3.49  -4.11
H  -1.76  2.35  -2.54
H  -2.41  2.13  -4.17
H  -0.67  2.25  -3.94
H  -3.39  -0.17  -1.70
H  -2.94  -1.77  -2.32
H  -3.89  -0.67  -3.32
H  -0.03  -0.57  -5.26
H  -1.72  -0.53  -5.73
H  -1.10  -1.93  -4.87
H  1.78  2.76  -2.41
H  1.82  2.10  -4.06
H  3.30  2.68  -3.30
H  3.49  1.16  -0.17
H  4.82  0.69  -1.20
H  3.82  -0.56  -0.46
H  2.70  -0.88  -4.57
H  3.74  -1.63  -3.35
H  4.28  -0.20  -4.22

The energy above the lowest of the compared OMol25 structures with the same formula, charge and spin comes out at 0.0 kcal per mole. The charge is +3. Its gap between HOMO and LUMO is 7.1 eV. Its multiplicity is 1. Its total energy is -2884.31056 hartree. As for the LUMO energy: -9.4 eV.

Record 5
Computed, not measured: a molecular structure, C29H37ClN4O4SV, with ωB97M-V/def2-TZVPD.

Positions of all 77 atoms, in Å:
V  -0.17  0.20  0.12
S  0.73  2.04  -1.01
C  0.10  2.86  0.41
C  0.21  4.21  0.71
C  -0.35  4.67  1.88
C  -1.02  3.78  2.73
C  -1.09  2.46  2.36
N  -0.53  2.01  1.23
H  0.72  4.88  0.02
H  -0.29  5.72  2.14
H  -1.48  4.12  3.64
H  -1.61  1.72  2.97
C  -0.95  1.41  -4.19
C  -2.08  0.62  -4.77
C  -2.39  0.68  -6.12
C  -3.45  -0.04  -6.64
Cl  -3.80  0.06  -8.34
C  -4.23  -0.83  -5.82
C  -3.93  -0.92  -4.47
C  -2.86  -0.21  -3.95
O  -2.48  -0.25  -2.63
C  -3.28  -1.02  -1.76
C  -2.66  -1.09  -0.38
O  -2.79  -2.08  0.29
O  -2.04  0.00  0.03
H  -0.52  2.08  -4.94
H  -0.14  0.77  -3.83
H  -1.28  2.00  -3.33
H  -1.80  1.31  -6.77
H  -5.06  -1.38  -6.23
H  -4.56  -1.53  -3.84
H  -3.37  -2.06  -2.11
H  -4.28  -0.59  -1.68
C  1.00  -4.68  -0.62
N  0.34  -3.38  -0.46
C  0.21  -2.93  0.91
C  0.19  -2.53  -1.50
N  0.17  -1.22  -1.31
N  0.09  -3.07  -2.74
C  0.29  -2.24  -3.92
C  -0.76  -4.25  -2.96
H  1.82  -4.74  0.09
H  1.40  -4.78  -1.62
H  0.31  -5.50  -0.41
H  -0.03  -3.79  1.53
H  -0.64  -2.24  1.01
H  1.13  -2.48  1.27
H  -0.15  -0.77  -2.16
H  -0.60  -1.68  -4.19
H  0.54  -2.89  -4.75
H  1.13  -1.56  -3.76
H  -1.20  -4.58  -2.03
H  -0.19  -5.07  -3.41
H  -1.57  -3.98  -3.64
C  3.16  2.33  7.29
C  2.87  1.91  5.89
C  1.97  0.87  5.63
C  1.71  0.44  4.34
C  0.73  -0.68  4.15
C  2.37  1.09  3.27
C  2.11  0.77  1.90
O  1.29  -0.07  1.49
C  3.29  2.14  3.51
C  4.02  2.86  2.41
C  3.52  2.53  4.82
H  2.38  2.01  7.98
H  3.26  3.42  7.36
H  4.11  1.90  7.62
H  1.47  0.39  6.46
H  0.41  -1.07  5.12
H  1.18  -1.50  3.58
H  -0.15  -0.36  3.59
H  2.67  1.32  1.14
H  3.33  3.36  1.73
H  4.64  2.18  1.82
H  4.68  3.62  2.83
H  4.21  3.33  5.02

The energy above the lowest of the compared OMol25 structures with the same formula, charge and spin comes out at 0.0 kcal per mole. The charge is +1. Its gap between HOMO and LUMO (alpha / beta) is 6.8 / 6.8 eV. Its multiplicity is 3. Its total energy is -3449.56737 hartree. As for the LUMO energy (alpha / beta): -3.7 / -3.6 eV. The expectation value of S² is 2.016.

Record 6
Computed, not measured: 2 unconnected molecules or ions with the total composition C9H23NP, with ωB97M-V/def2-TZVPD.

Positions of all 34 atoms, in Å:
C  0.29  -2.45  0.24
C  0.60  -0.93  2.39
C  -1.74  -1.76  1.56
C  0.91  2.39  -1.07
C  2.47  0.63  -0.15
C  1.13  0.17  -2.21
C  -3.26  0.97  -1.70
C  -0.28  -1.40  1.16
C  1.16  0.92  -0.91
N  -0.69  1.36  1.32
P  -0.38  0.31  -0.02
H  -0.51  -2.69  -0.47
H  0.67  -3.33  0.73
H  1.19  -2.09  -0.45
H  1.36  -0.12  2.21
H  1.27  -1.88  2.50
H  0.01  -0.66  3.23
H  -2.08  -0.85  1.98
H  -2.26  -2.05  0.52
H  -2.04  -2.54  2.17
H  -0.01  2.69  -0.55
H  0.85  2.67  -2.12
H  1.67  2.93  -0.55
H  2.29  -0.35  0.01
H  2.42  0.97  0.82
H  3.44  0.89  -0.64
H  1.27  -0.93  -2.15
H  0.15  0.28  -2.59
H  1.94  0.50  -2.88
H  -3.19  -0.01  -1.28
H  -2.75  1.11  -2.61
H  -3.84  1.70  -1.33
H  -1.58  1.22  1.81
H  -0.49  2.32  1.03

The energy above the lowest of the compared OMol25 structures with the same formula, charge and spin comes out at 105.0 kcal per mole. The charge is +1. Its gap between HOMO and LUMO (alpha / beta) is 6.3 / 9.2 eV. Its multiplicity is 1. Its total energy is -752.40032 hartree. As for the LUMO energy (alpha / beta): -6.1 / -3.6 eV.